# C12H23F2N2O12

A cluster of 7 separate species, C12H23F2N2O12 in total in a non-equilibrium geometry (the ωB97M-V functional and the def2-TZVPD basis, the OMol25 dataset).

```
51
Properties=species:S:1:pos:R:3
N -0.966 0.120 -0.920
H -1.800 0.385 -0.415
H -0.182 -0.154 -0.346
H -0.647 0.967 -1.369
H -1.218 -0.485 -1.688
N -6.045 -1.160 -2.742
H -6.156 -0.272 -3.209
H -5.176 -1.626 -2.963
H -6.826 -1.747 -2.997
H -5.970 -0.900 -1.769
C -3.857 -1.670 -7.224
C -2.602 -1.347 -6.402
O -1.840 -0.450 -6.885
O -2.664 -1.762 -5.257
H -3.766 -1.059 -8.122
H -4.636 -1.086 -6.734
H -3.961 -2.730 -7.455
C 2.449 6.267 -0.815
C 1.692 5.524 -1.974
O 2.141 5.638 -3.168
O 0.683 4.772 -1.730
H 3.433 6.726 -0.907
H 2.792 5.447 -0.184
H 1.765 6.904 -0.253
C -6.478 2.204 3.785
C -5.937 1.804 2.382
O -4.875 2.228 1.899
O -6.696 0.996 1.870
H -6.758 1.270 4.272
H -7.436 2.710 3.665
H -5.647 2.640 4.338
C 0.990 -2.598 5.871
C 1.125 -2.334 4.383
O 1.926 -1.173 4.433
C 2.490 -0.955 5.589
O 3.394 -0.111 5.672
O 2.035 -1.755 6.443
F 0.033 -2.054 3.714
H 1.196 -3.633 6.146
H -0.054 -2.413 6.123
H 1.573 -3.151 3.819
C 7.945 -2.451 -0.349
C 7.686 -1.878 1.013
O 6.263 -1.695 1.011
C 5.784 -1.704 -0.264
O 4.597 -1.587 -0.584
O 6.853 -1.895 -1.076
F 8.320 -0.710 0.834
H 7.937 -3.541 -0.351
H 8.831 -2.103 -0.880
H 8.260 -2.416 1.768
```

Total charge   -1
Electronic energy   -1683.00203 a.u.
LUMO level   -0.235 eV
Frontier orbital gap   0.1283 hartree